[1]
The following is a DFT calculation (ωB97M-V/def2-TZVPD) of a molecular structure, C18H23As2CdF6N2O4S6Sb.

```
63
Properties=species:S:1:pos:R:3
Cd -0.17 -0.23 -0.17
C 4.47 -0.82 1.48
As 2.61 -0.51 1.89
C 2.46 -1.24 3.71
C 2.53 1.40 2.47
C 3.74 1.73 3.10
C 3.99 3.01 3.56
C 3.02 3.99 3.42
C 1.81 3.65 2.83
C 1.53 2.37 2.35
As -0.29 2.06 1.63
C -0.75 3.89 1.09
C -1.15 2.04 3.38
H 5.03 -0.98 2.40
H 4.86 0.03 0.92
H 4.52 -1.71 0.85
H 3.11 -0.69 4.40
H 2.72 -2.29 3.68
H 1.42 -1.13 4.02
H 4.51 0.99 3.22
H 4.94 3.24 4.02
H 3.19 5.00 3.77
H 1.05 4.42 2.75
H -0.88 4.56 1.94
H -1.69 3.82 0.54
H 0.02 4.28 0.42
H -0.93 2.96 3.91
H -0.77 1.17 3.92
H -2.22 1.90 3.25
F -6.10 -1.48 -3.89
C -4.77 -1.19 -3.42
F -5.08 -0.59 -2.17
F -4.37 -2.47 -3.00
S -2.64 -1.64 -0.12
O -1.47 -1.93 -1.03
O -2.47 -0.16 0.20
N -2.15 -2.37 1.36
S -1.79 -1.49 2.53
O -0.48 -0.79 2.43
O -2.80 -0.66 3.16
C -1.42 -2.73 3.84
F -1.03 -2.10 4.97
F -2.48 -3.48 4.15
F -0.42 -3.56 3.50
S 4.90 -0.99 -2.63
Sb 2.66 -1.10 -2.26
S 1.44 -2.29 0.98
S 2.25 0.59 -0.51
S 2.72 -2.94 -0.44
C -3.63 3.89 -3.93
C -2.65 2.94 -3.30
C -2.88 1.57 -3.31
C -1.96 0.73 -2.69
N -0.85 1.18 -2.08
C -0.63 2.50 -2.09
C -1.49 3.40 -2.68
H -4.46 3.35 -4.37
H -3.14 4.49 -4.71
H -4.02 4.59 -3.18
H -3.75 1.10 -3.75
H -2.14 -0.33 -2.67
H 0.28 2.82 -1.60
H -1.26 4.46 -2.65
```

Calculated values
Total charge: -2
E_tot, Eh: -8978.11225
E_HOMO, eV: -1.61
ΔE to the lowest compared entry with this formula, charge and spin, eV: 2.933
Frontier orbital gap, eV: 5.26

[2]
The following is a DFT calculation (ωB97M-V/def2-TZVPD) of a molecular structure, C25H14Cl6O6PV.

```
53
Properties=species:S:1:pos:R:3
V -0.01 -0.03 -0.24
O 2.83 0.57 2.39
Cl 2.07 -0.29 1.58
O 2.32 -1.65 1.81
O 0.59 0.00 1.76
O 2.22 0.03 0.14
O -0.40 0.50 -4.18
C -0.16 0.98 -3.11
O 0.02 0.22 -2.04
C -0.09 2.48 -2.93
C -0.05 3.19 -4.13
C 0.07 4.57 -4.15
C 0.16 5.27 -2.96
C 0.12 4.58 -1.76
C -0.04 3.19 -1.72
P -0.11 2.42 -0.09
C 1.34 3.14 0.75
C 1.26 3.60 2.06
C 2.40 4.08 2.69
C 3.61 4.09 2.03
C 3.70 3.62 0.73
C 2.57 3.14 0.09
C -1.53 3.08 0.83
C -2.20 4.25 0.51
C -3.30 4.65 1.25
C -3.72 3.89 2.33
C -3.05 2.72 2.67
C -1.96 2.31 1.92
H -0.10 2.62 -5.05
H 0.11 5.09 -5.10
H 0.28 6.34 -2.95
H 0.22 5.13 -0.83
H 0.32 3.61 2.59
H 2.33 4.45 3.71
H 4.50 4.47 2.53
H 4.65 3.62 0.21
H 2.64 2.77 -0.92
H -1.91 4.83 -0.35
H -3.83 5.55 0.98
H -4.59 4.20 2.91
H -3.37 2.12 3.51
H -1.45 1.40 2.18
Cl -3.45 1.54 -1.08
C -3.31 -0.04 -0.38
C -2.04 -0.55 -0.13
C -2.02 -1.89 0.20
Cl -0.39 -2.61 0.23
C -3.12 -2.70 0.41
Cl -2.95 -4.35 0.85
C -4.37 -2.11 0.26
Cl -5.79 -3.03 0.56
C -4.47 -0.78 -0.16
Cl -6.02 -0.09 -0.42
```

Calculated values
2S+1: 3
<S²>: 2.02
Total charge: 0
E_tot, Eh: -5458.85005
E_HOMO (spin up / spin down), eV: -9.18 / -9.23
ΔE to the lowest compared entry with this formula, charge and spin, eV: 0.000
Frontier orbital gap (spin up / spin down), eV: 8.28 / 8.91

[3]
The following is a DFT calculation (ωB97M-V/def2-TZVPD) of 2 unconnected molecules or ions with the total composition C5H15NO5P at a distorted geometry.

```
27
Properties=species:S:1:pos:R:3
C -2.39 -1.33 -2.84
C -1.37 -1.28 -1.68
O -1.49 -2.49 -0.90
C 0.09 -1.04 -2.17
N 0.62 0.26 -1.82
C 1.58 0.24 -0.79
P 1.02 -0.29 0.90
O -0.26 0.26 1.40
O 1.10 -1.90 0.99
O 2.20 0.23 1.91
H -3.07 -2.16 -2.67
H -1.91 -1.43 -3.80
H -2.97 -0.42 -2.85
H -1.61 -0.46 -1.03
H -1.13 -3.20 -1.46
H 0.06 -1.10 -3.27
H 0.70 -1.89 -1.83
H 2.49 -0.36 -1.00
H 1.89 1.26 -0.61
H 0.79 -2.14 1.88
H 1.80 0.29 2.80
C 0.40 3.51 3.12
O 0.53 2.16 3.50
H 1.28 4.04 3.48
H 0.36 3.60 2.03
H -0.49 3.97 3.56
H -0.23 1.67 3.15
```

Calculated values
Total charge: -1
E_tot, Eh: -971.87398
E_HOMO, eV: -1.96
Frontier orbital gap, eV: 5.26

[4]
The following is a DFT calculation (ωB97M-V/def2-TZVPD) of a molecular structure, C39H109AgN8O13 at a distorted geometry.

```
170
Properties=species:S:1:pos:R:3
Ag -1.33 -3.57 1.27
C -2.06 -6.02 4.04
O -2.17 -5.33 2.77
H -2.15 -5.26 4.81
H -2.77 -6.85 4.11
H -1.07 -6.46 4.14
C -0.15 -0.89 -0.87
O -0.28 -1.80 0.09
H 0.83 -0.72 -1.31
H -0.97 -1.00 -1.59
H -0.32 0.14 -0.56
C -2.63 -4.57 -1.61
O -2.75 -4.67 -0.26
H -2.38 -3.55 -1.91
H -1.72 -5.11 -1.85
H -3.40 -5.09 -2.18
C 4.79 5.06 0.07
C 3.82 5.28 -1.07
C 3.05 4.03 -1.45
O 1.95 3.82 -0.55
C 1.32 2.57 -0.46
N 2.84 6.27 -0.79
H 4.33 4.91 1.05
H 5.38 5.95 0.29
H 5.63 4.39 -0.13
H 4.39 5.70 -1.90
H 3.73 3.18 -1.52
H 2.57 4.00 -2.43
H 0.57 2.65 0.32
H 2.00 1.82 -0.05
H 0.79 2.31 -1.38
H 2.19 5.71 -0.26
H 2.32 6.35 -1.65
C 3.95 -0.23 -2.74
C 4.51 0.33 -4.06
C 4.75 -0.79 -5.12
O 5.50 -1.95 -4.79
C 6.83 -1.74 -4.56
N 3.74 1.39 -4.71
H 2.97 -0.53 -3.10
H 3.83 0.42 -1.87
H 4.57 -1.09 -2.49
H 5.52 0.68 -3.83
H 5.30 -0.45 -6.00
H 3.77 -1.22 -5.33
H 7.41 -2.66 -4.62
H 7.03 -1.51 -3.51
H 7.37 -0.95 -5.09
H 4.28 1.81 -5.46
H 3.32 2.14 -4.18
C -0.53 0.96 -4.87
C 0.40 -0.24 -4.92
C -0.19 -1.67 -5.09
O 0.71 -2.83 -4.97
C 1.03 -3.09 -3.62
N 1.30 0.01 -6.03
H -1.26 1.01 -5.68
H 0.07 1.82 -4.59
H -1.18 0.74 -4.03
H 1.05 -0.09 -4.06
H -0.57 -1.68 -6.11
H -1.04 -1.87 -4.43
H 1.50 -2.20 -3.20
H 1.82 -3.82 -3.43
H 0.19 -3.53 -3.09
H 2.01 0.68 -5.76
H 1.80 -0.84 -6.22
C -2.37 7.06 0.87
C -1.91 5.67 0.49
C -1.97 5.69 -1.08
O -1.40 4.51 -1.61
C -1.31 4.64 -2.99
N -0.59 5.21 0.89
H -1.82 7.86 0.38
H -2.38 7.21 1.94
H -3.44 7.18 0.67
H -2.57 4.89 0.88
H -1.38 6.55 -1.41
H -2.97 5.84 -1.48
H -2.13 5.16 -3.50
H -1.30 3.68 -3.50
H -0.33 5.06 -3.24
H -0.06 6.02 0.61
H -0.33 4.48 0.24
C 2.20 1.48 3.04
C 2.55 0.36 3.97
C 2.11 0.49 5.41
O 2.54 1.69 6.15
C 3.93 1.73 6.38
N 1.95 -0.87 3.47
H 2.74 1.29 2.11
H 2.50 2.49 3.31
H 1.12 1.50 2.87
H 3.63 0.27 4.01
H 2.14 -0.40 6.05
H 1.05 0.72 5.41
H 4.56 1.52 5.51
H 4.19 1.13 7.25
H 4.01 2.77 6.70
H 2.18 -1.00 2.49
H 2.53 -1.60 3.86
C -8.28 3.03 0.63
C -7.38 2.47 1.77
C -6.30 3.53 2.32
O -5.31 2.82 3.05
C -4.18 2.36 2.36
N -8.29 1.97 2.83
H -8.81 3.93 0.95
H -8.90 2.19 0.31
H -7.74 3.37 -0.26
H -6.78 1.69 1.29
H -6.79 4.25 2.97
H -5.89 4.14 1.52
H -3.52 3.22 2.28
H -4.40 2.11 1.32
H -3.72 1.49 2.82
H -8.92 1.25 2.50
H -7.70 1.49 3.50
C -1.48 -1.06 5.02
C -1.82 -1.94 3.81
C -2.77 -1.18 2.84
O -2.95 -2.12 1.73
C -4.26 -1.82 1.19
N -0.52 -2.43 3.22
H -2.42 -0.81 5.50
H -1.01 -0.16 4.61
H -0.96 -1.74 5.69
H -2.25 -2.83 4.29
H -2.32 -0.28 2.42
H -3.66 -0.84 3.39
H -4.43 -2.49 0.35
H -4.55 -0.87 0.75
H -4.94 -2.07 2.01
H 0.06 -1.64 2.96
H 0.07 -2.75 3.98
C 1.20 -5.24 -0.97
C 0.55 -5.91 0.30
C 1.25 -7.23 0.75
O 0.45 -7.63 1.74
C 0.97 -8.01 2.94
N 0.63 -4.92 1.37
H 0.95 -4.18 -1.07
H 0.80 -5.58 -1.93
H 2.29 -5.32 -1.00
H -0.48 -6.23 0.12
H 2.28 -7.10 1.09
H 1.21 -7.95 -0.06
H 1.78 -8.71 2.73
H 0.29 -8.55 3.59
H 1.21 -7.04 3.38
H 0.82 -5.36 2.25
H 1.51 -4.46 1.16
C -4.02 1.81 -2.72
C -3.99 0.59 -1.75
O -3.69 -0.71 -2.21
H -3.03 1.93 -3.16
H -4.15 2.76 -2.20
H -4.89 1.74 -3.37
H -4.88 0.55 -1.12
H -3.23 0.78 -1.00
H -2.92 -0.96 -1.69
C 4.56 -1.40 0.79
C 3.73 -2.58 0.21
O 2.48 -2.56 0.94
H 5.64 -1.47 0.64
H 4.38 -1.48 1.86
H 4.10 -0.43 0.63
H 4.20 -3.54 0.38
H 3.50 -2.45 -0.85
H 1.83 -2.02 0.49
```

Calculated values
2S+1: 2
<S²>: 0.76
Total charge: -1
E_tot, Eh: -3113.93680
E_HOMO (spin up / spin down), eV: -4.23 / -3.08
Frontier orbital gap (spin up / spin down), eV: 6.05 / 4.90

[5]
The following is a DFT calculation (ωB97M-V/def2-TZVPD) of 3 unconnected molecules or ions with the total composition C3H14N2O2S at a distorted geometry.

```
22
Properties=species:S:1:pos:R:3
N 0.42 -1.77 -1.24
C 1.43 -0.70 -0.75
C 0.76 0.34 0.35
N 0.04 1.26 -0.66
C 1.83 1.23 1.17
S 1.20 1.76 2.79
H -0.62 -1.42 -1.34
H 0.38 -2.45 -0.45
H 1.85 -0.06 -1.59
H 2.22 -1.22 -0.20
H 0.05 -0.17 0.99
H 0.66 1.54 -1.49
H 0.02 2.29 -0.27
H 2.13 2.02 0.42
H 2.87 0.90 1.17
H 0.23 0.90 2.88
O -2.23 -0.38 -1.21
H -1.65 0.30 -1.04
H -2.41 -0.29 -2.12
O -3.13 -1.69 1.07
H -2.69 -1.63 0.25
H -3.37 -0.75 1.30
```

Calculated values
Total charge: 0
Structure (SMILES): NC[C@H](N)CS.O.O
E_tot, Eh: -780.80103
E_HOMO, eV: -9.26
ΔE to the lowest compared entry with this formula, charge and spin, eV: 1.700
Frontier orbital gap, eV: 9.89

[6]
The following is a DFT calculation (ωB97M-V/def2-TZVPD) of a molecular structure, C8H14N3SZn at a distorted geometry.

```
27
Properties=species:S:1:pos:R:3
C 2.39 2.68 -0.98
Zn -0.54 1.22 -1.15
N -1.61 0.69 -2.59
H 4.58 3.75 -0.65
H 3.93 3.43 -0.77
H 2.34 2.20 0.12
H 1.61 3.58 -1.22
H 2.62 1.95 -1.90
H -2.52 0.74 -2.11
H -1.39 -0.26 -2.88
H -1.56 1.33 -3.38
N -3.16 0.91 -0.09
C -2.27 0.00 0.54
N -0.99 0.03 0.23
C -0.24 -0.99 0.84
C 1.13 -1.23 0.68
C 1.64 -2.38 1.27
C 0.84 -3.26 2.01
C -0.53 -2.98 2.14
C -1.07 -1.86 1.55
S -2.77 -1.30 1.49
H -4.08 0.79 0.31
H -2.86 1.88 0.09
H 1.73 -0.52 0.11
H 2.71 -2.60 1.16
H 1.25 -4.16 2.46
H -1.19 -3.65 2.70
```

Calculated values
Total charge: -1
E_tot, Eh: -2654.80858
E_HOMO (spin up / spin down), eV: -1.17 / -0.94
ΔE to the lowest compared entry with this formula, charge and spin, eV: 3.615
Frontier orbital gap (spin up / spin down), eV: 3.75 / 3.63

[7]
The following is a DFT calculation (ωB97M-V/def2-TZVPD) of 8 unconnected molecules or ions with the total composition C11H30N8O16P at a distorted geometry.

```
66
Properties=species:S:1:pos:R:3
C 2.59 -0.59 -2.00
P 1.32 0.49 -1.17
C 1.65 2.30 -0.95
C -0.15 -0.27 -0.36
C -1.56 0.10 -1.19
O -1.35 0.22 -2.64
N -1.79 1.47 -2.95
O -1.18 1.83 -3.97
H 2.91 -0.13 -3.05
H 3.57 -0.75 -1.38
H 2.19 -1.68 -2.25
H 1.22 2.71 0.08
H 1.15 2.92 -1.83
H 2.81 2.59 -0.97
H -0.33 0.22 0.72
H -2.33 -0.76 -0.96
H -1.98 1.12 -0.77
C 5.77 2.04 -3.16
N 4.63 2.30 -2.24
O 3.51 2.40 -2.75
O 4.89 2.39 -1.04
H 5.40 1.98 -4.18
H 6.47 2.86 -3.05
H 6.22 1.09 -2.86
C -0.70 1.95 4.36
N -0.77 0.89 3.31
O -0.56 -0.27 3.67
O -1.04 1.26 2.16
H -0.46 1.49 5.31
H 0.09 2.65 4.06
H -1.67 2.44 4.40
C 1.69 -4.34 0.01
N 3.01 -3.87 -0.48
O 3.64 -4.63 -1.23
O 3.39 -2.76 -0.10
H 1.49 -5.33 -0.40
H 1.73 -4.38 1.10
H 0.94 -3.63 -0.33
C 2.83 3.74 -6.13
N 4.29 3.66 -5.87
O 4.90 4.74 -5.79
O 4.78 2.54 -5.74
H 2.54 4.79 -6.22
H 2.64 3.21 -7.07
H 2.31 3.26 -5.30
C -4.63 -2.72 1.31
N -3.27 -3.27 1.09
O -2.66 -2.89 0.08
O -2.84 -4.06 1.94
H -4.88 -2.04 0.50
H -5.32 -3.56 1.34
H -4.62 -2.19 2.27
C -4.86 3.90 2.28
N -3.65 3.96 3.14
O -3.75 3.51 4.29
O -2.63 4.46 2.64
H -5.67 3.44 2.84
H -5.11 4.92 1.99
H -4.61 3.30 1.40
C -2.64 -5.97 4.51
N -3.85 -5.71 5.34
O -4.28 -6.66 6.02
O -4.33 -4.58 5.30
H -2.33 -7.00 4.65
H -2.91 -5.78 3.47
H -1.86 -5.28 4.84
```

Calculated values
Total charge: -1
E_tot, Eh: -2419.39183
E_HOMO, eV: -1.40
Frontier orbital gap, eV: 2.97

[8]
The following is a DFT calculation (ωB97M-V/def2-TZVPD) of a molecular structure, C10H19Cl3I2NP2PdSi.

```
39
Properties=species:S:1:pos:R:3
Pd -0.74 -0.66 0.16
C -0.41 -2.28 3.13
P 0.24 -2.22 1.45
C 0.00 -3.86 0.74
C 2.02 -1.95 1.58
C 2.86 -2.82 2.25
C 4.22 -2.54 2.30
C 4.73 -1.40 1.68
C 3.88 -0.53 1.00
C 2.52 -0.81 0.95
P 1.33 0.27 0.15
C 1.32 1.84 1.06
C 1.98 0.65 -1.49
H 0.10 -3.07 3.69
H -1.48 -2.50 3.13
H -0.24 -1.33 3.63
H 0.53 -4.60 1.34
H 0.39 -3.89 -0.28
H -1.06 -4.13 0.72
H 2.49 -3.71 2.74
H 4.89 -3.21 2.82
H 5.79 -1.20 1.72
H 4.30 0.35 0.53
H 2.33 2.24 1.08
H 0.98 1.68 2.08
H 0.66 2.55 0.57
H 2.97 1.10 -1.39
H 1.34 1.36 -2.01
H 2.07 -0.26 -2.08
I -1.86 1.16 -1.61
I -1.38 -0.71 -3.45
N -2.71 -1.62 0.30
H -2.98 -2.03 -0.59
H -3.42 -0.92 0.51
H -2.82 -2.34 1.00
Cl -10.30 11.04 -6.46
Si -8.72 10.35 -7.36
Cl -8.23 10.97 -9.14
Cl -7.58 9.05 -6.44
```

Calculated values
Total charge: +3
E_tot, Eh: -3522.56647
E_HOMO, eV: -16.82
ΔE to the lowest compared entry with this formula, charge and spin, eV: 0.000
Frontier orbital gap, eV: 7.68

[9]
The following is a DFT calculation (ωB97M-V/def2-TZVPD) of 2 unconnected molecules or ions with the total composition BrClH2N2 at a distorted geometry.

```
6
Properties=species:S:1:pos:R:3
N -0.49 0.04 -0.16
N -1.48 -0.60 1.48
Cl -1.41 -2.27 1.51
Br -3.12 0.16 0.89
H -0.19 -0.85 -0.25
H 0.20 0.57 0.35
```

Calculated values
Total charge: 0
E_tot, Eh: -3144.73594
E_HOMO (spin up / spin down), eV: -9.69 / -9.69
ΔE to the lowest compared entry with this formula, charge and spin, eV: 2.633
Frontier orbital gap (spin up / spin down), eV: 8.78 / 8.64

> Which of these has the highest E_tot?

C3H14N2O2S

> Which of these has the lowest E_tot?

C18H23As2CdF6N2O4S6Sb

> The lowest E_tot belongs to which entry?

C18H23As2CdF6N2O4S6Sb

What did the third record say?
The following is a DFT calculation (ωB97M-V/def2-TZVPD) of 2 unconnected molecules or ions with the total composition C5H15NO5P at a distorted geometry.

```
27
Properties=species:S:1:pos:R:3
C -2.39 -1.33 -2.84
C -1.37 -1.28 -1.68
O -1.49 -2.49 -0.90
C 0.09 -1.04 -2.17
N 0.62 0.26 -1.82
C 1.58 0.24 -0.79
P 1.02 -0.29 0.90
O -0.26 0.26 1.40
O 1.10 -1.90 0.99
O 2.20 0.23 1.91
H -3.07 -2.16 -2.67
H -1.91 -1.43 -3.80
H -2.97 -0.42 -2.85
H -1.61 -0.46 -1.03
H -1.13 -3.20 -1.46
H 0.06 -1.10 -3.27
H 0.70 -1.89 -1.83
H 2.49 -0.36 -1.00
H 1.89 1.26 -0.61
H 0.79 -2.14 1.88
H 1.80 0.29 2.80
C 0.40 3.51 3.12
O 0.53 2.16 3.50
H 1.28 4.04 3.48
H 0.36 3.60 2.03
H -0.49 3.97 3.56
H -0.23 1.67 3.15
```

Calculated values
Total charge: -1
E_tot, Eh: -971.87398
E_HOMO, eV: -1.96
Frontier orbital gap, eV: 5.26